Entry 1:
The following is a quantum chemistry calculation of C33H24AlCaCl4F18O14S2 as an isolated structure, from the OMol25 dataset.

ORCA input file:
```
! wB97M-V def2-TZVPD RIJCOSX def2/J DEFGRID3
* xyz 1 1
O 2.054 -1.544 -0.173
S 1.495 -2.669 0.543
O 0.253 -3.107 -0.037
O 1.484 -2.417 1.972
C 2.799 -3.965 0.225
F 2.853 -4.187 -1.091
F 3.976 -3.424 0.628
C 2.541 -5.275 1.004
F 2.735 -4.980 2.347
F 1.273 -5.604 0.788
C 3.405 -6.489 0.538
F 2.830 -6.932 -0.590
F 4.637 -6.070 0.186
C 3.424 -7.688 1.523
F 3.694 -8.804 0.846
F 2.178 -7.845 2.022
C 4.390 -7.607 2.749
F 3.907 -6.732 3.743
F 4.301 -8.809 3.319
C 5.927 -7.389 2.487
F 6.562 -8.103 3.426
F 6.303 -7.917 1.318
C 6.452 -5.921 2.659
F 6.856 -5.794 3.938
F 5.497 -4.972 2.463
C 7.686 -5.571 1.775
F 8.195 -4.437 2.265
F 7.336 -5.366 0.515
F 8.618 -6.512 1.859
Cl -0.201 4.906 -1.267
C -0.184 3.621 -0.109
C -0.585 3.822 1.201
Cl -1.136 5.379 1.741
C -0.558 2.780 2.113
C -0.134 1.517 1.732
C 0.262 1.318 0.412
C 0.238 2.360 -0.500
H -0.875 2.974 3.126
H -0.099 0.659 2.429
H 0.594 0.338 0.097
H 0.549 2.190 -1.522
C -5.640 5.155 1.472
C -4.662 5.315 0.501
C -4.943 6.027 -0.658
C -6.202 6.586 -0.839
C -7.179 6.427 0.133
C -6.900 5.709 1.288
H -5.422 4.597 2.375
H -3.679 4.886 0.643
H -4.179 6.149 -1.417
H -6.421 7.146 -1.740
H -8.159 6.864 -0.009
H -7.665 5.582 2.043
C -5.972 3.760 -3.573
C -4.769 2.854 -3.421
O -5.255 1.558 -3.845
S -6.334 1.762 -4.985
O -5.761 1.562 -6.256
O -7.521 1.022 -4.575
O -6.618 3.296 -4.772
H -6.669 3.643 -2.741
H -5.700 4.806 -3.670
H -4.402 2.812 -2.400
H -3.955 3.145 -4.086
C 10.671 -10.862 1.049
C 9.619 -10.034 0.347
O 8.601 -9.944 1.329
C 9.213 -10.027 2.548
O 8.702 -9.730 3.574
O 10.478 -10.486 2.417
F 9.127 -10.660 -0.747
H 10.489 -11.931 0.935
H 11.682 -10.636 0.721
H 9.944 -9.029 0.068
Al 3.648 -4.657 4.351
C -10.239 2.575 -4.507
C -10.612 4.134 -4.371
O -9.620 4.857 -4.293
O -11.820 4.326 -4.364
H -9.166 2.451 -4.509
H -10.668 2.032 -3.666
H -10.654 2.194 -5.436
Cl -0.096 0.811 4.482
Cl -8.782 0.081 -6.088
C -0.308 11.094 -0.682
C -1.093 10.301 -1.406
C -1.373 8.905 -0.984
O -2.088 8.178 -1.643
C -0.745 8.429 0.274
C 0.040 9.223 0.997
C 0.321 10.619 0.577
O 1.034 11.342 1.237
H -0.090 12.114 -0.971
H -1.561 10.628 -2.325
H -0.965 7.408 0.561
H 0.508 8.895 1.917
Ca -1.718 1.001 6.442
*
```

The calculation puts the strongest force on any atom at 3.5 eV/A. The total energy is -208969.117 eV. Its LUMO energy is -6.442 eV. Its HOMO-LUMO gap is 2.685 eV.

***

Entry 2:
The following is a quantum chemistry calculation of C33H24Cl2FeN5O2 as an isolated structure, from the OMol25 dataset.

ORCA input file:
```
! wB97M-V def2-TZVPD RIJCOSX def2/J DEFGRID3
* xyz 0 2
Fe 0.240 0.364 0.205
O 2.929 -2.570 0.339
C 1.890 -1.967 0.640
N 1.671 -0.707 0.922
C 2.870 0.083 1.235
C 3.165 1.091 0.160
C 4.446 1.371 -0.300
C 4.616 2.333 -1.281
C 3.503 2.992 -1.776
C 2.261 2.644 -1.268
N 2.087 1.715 -0.333
C 0.679 -2.844 1.005
C 0.981 -4.178 1.259
C 0.111 -4.985 1.957
C -1.082 -4.446 2.420
C -1.381 -3.152 2.077
N -0.537 -2.379 1.366
H 3.734 -0.557 1.406
H 2.641 0.645 2.145
H 5.289 0.832 0.111
H 5.604 2.564 -1.659
H 3.586 3.756 -2.537
H 1.359 3.132 -1.626
H 1.955 -4.506 0.923
H 0.357 -6.021 2.154
H -1.791 -5.021 2.997
H -2.331 -2.694 2.309
Cl -0.163 2.769 4.572
C -0.775 3.224 3.010
C -1.509 4.410 2.882
C -2.014 4.804 1.678
Cl -2.922 6.296 1.563
C -1.811 4.014 0.527
C -2.293 4.330 -0.768
C -2.047 3.482 -1.799
C -1.324 2.292 -1.556
N -0.847 1.967 -0.384
C -1.075 2.818 0.666
C -0.513 2.387 1.928
O 0.156 1.300 1.978
H -1.676 5.023 3.758
H -2.858 5.240 -0.919
H -2.410 3.690 -2.796
H -1.165 1.591 -2.369
N 0.902 -0.420 -1.871
C 0.431 -1.749 -2.117
C 1.130 -2.667 -2.891
C 0.633 -3.951 -3.050
C -0.568 -4.315 -2.453
C -1.253 -3.395 -1.674
C -0.750 -2.109 -1.481
C -1.422 -1.135 -0.576
C -2.612 -0.506 -1.018
C -3.443 0.174 -0.175
C -3.131 0.216 1.209
C -2.048 -0.441 1.703
C -1.133 -1.137 0.833
H 1.899 -0.343 -2.048
H 0.431 0.248 -2.471
H 2.067 -2.380 -3.352
H 1.183 -4.668 -3.646
H -0.961 -5.314 -2.586
H -2.181 -3.673 -1.186
H -2.860 -0.587 -2.072
H -4.333 0.660 -0.554
H -3.760 0.774 1.891
H -1.830 -0.414 2.764
*
```

The calculation puts the strongest force on any atom at 1.4 eV/A. The calculation puts the relative energy (zero: lowest compared OMol25 entry of this formula, charge and spin) at 13.2 kcal per mole. The total energy is -105588.389 eV. Its LUMO energy (spin up / spin down) is -0.510 / -0.498 eV. Its HOMO-LUMO gap (spin up / spin down) is 5.307 / 5.877 eV.

***

Entry 3:
The following is a quantum chemistry calculation of a 2-piece molecular cluster, C33H25Br2O6S2 overall, from the OMol25 dataset.

ORCA input file:
```
! wB97M-V def2-TZVPD RIJCOSX def2/J DEFGRID3
* xyz -1 1
C 1.696 -5.144 4.885
O 2.440 -4.249 4.027
C 2.010 -2.966 3.925
C 0.919 -2.436 4.657
C 0.405 -1.198 4.312
C 0.974 -0.435 3.243
C 0.412 0.791 2.808
C -0.873 1.268 3.129
C -1.062 2.678 3.320
C -2.284 3.226 3.597
Br -2.498 5.072 3.896
C -3.521 2.395 3.582
O -4.654 2.878 3.631
C -3.281 0.925 3.512
Br -4.799 -0.192 3.585
C -2.022 0.417 3.301
C 2.188 -0.917 2.669
C 2.699 -2.146 2.991
H 2.149 -6.117 4.691
H 1.821 -4.861 5.940
H 0.626 -5.160 4.632
H 0.468 -3.010 5.475
H -0.432 -0.798 4.883
H 1.089 1.511 2.346
H -0.180 3.316 3.284
H -1.900 -0.665 3.248
H 2.698 -0.305 1.932
H 3.597 -2.538 2.521
C -2.730 -3.077 -1.226
C -3.327 -1.940 -1.787
C -2.682 -0.713 -1.736
C -1.353 -0.594 -1.234
C -0.566 0.564 -1.550
S 1.122 0.634 -1.045
C 1.780 2.299 -1.149
C 2.985 2.473 -1.833
C 3.451 3.769 -2.071
C 2.766 4.869 -1.552
C 1.621 4.674 -0.769
C 1.128 3.381 -0.551
O 1.125 0.300 0.367
O 1.921 -0.175 -1.948
S -0.899 1.390 -3.121
C -0.469 0.261 -4.466
C 0.864 0.129 -4.858
C 1.195 -0.697 -5.934
C 0.193 -1.394 -6.618
C -1.142 -1.249 -6.227
C -1.477 -0.424 -5.150
O -2.307 1.691 -3.247
O 0.058 2.470 -3.266
C -0.876 -1.705 -0.472
C -1.526 -2.935 -0.519
H -3.201 -4.058 -1.316
H -4.302 -2.003 -2.271
H -3.192 0.178 -2.077
H 3.518 1.602 -2.211
H 4.352 3.895 -2.672
H 3.130 5.877 -1.745
H 1.097 5.525 -0.334
H 0.234 3.207 0.050
H 1.644 0.669 -4.324
H 2.240 -0.773 -6.234
H 0.454 -2.035 -7.465
H -1.940 -1.761 -6.769
H -2.512 -0.301 -4.834
H 0.016 -1.585 0.144
H -1.078 -3.782 -0.002
*
```

The calculation puts the strongest force on any atom at 2.6 eV/A. The total energy is -208665.734 eV. Its LUMO energy is 0.936 eV. Its HOMO-LUMO gap is 5.005 eV.

***

Entry 4:
The following is a quantum chemistry calculation of a 2-piece molecular cluster, C33H25Cl3F2P overall, from the OMol25 dataset.

ORCA input file:
```
! wB97M-V def2-TZVPD RIJCOSX def2/J DEFGRID3
* xyz 1 1
C -6.844 -1.107 0.090
C -5.389 -1.389 -0.036
C -4.842 -2.590 0.413
F -5.701 -3.503 0.986
C -3.495 -2.883 0.318
C -2.548 -1.880 -0.091
C -1.130 -1.955 -0.069
C -0.408 -3.051 0.481
C -0.915 -4.019 1.409
C -0.143 -5.088 1.821
F -0.686 -6.047 2.646
C 1.202 -5.228 1.477
C 2.028 -6.339 2.022
C 1.724 -4.279 0.587
C 0.950 -3.253 0.091
C -3.140 -0.695 -0.624
C -4.496 -0.462 -0.594
H -7.077 -0.160 -0.408
H -7.486 -1.872 -0.365
H -7.162 -1.000 1.136
H -3.204 -3.909 0.522
H -0.578 -1.235 -0.680
H -1.910 -3.936 1.831
H 3.074 -6.203 1.728
H 2.015 -6.412 3.118
H 1.714 -7.316 1.632
H 2.782 -4.370 0.313
H 1.376 -2.566 -0.635
H -2.481 0.032 -1.090
H -4.915 0.474 -0.978
Cl 7.148 1.596 -1.985
C 5.440 1.558 -1.748
C 4.826 0.378 -1.310
C 3.446 0.356 -1.118
C 2.646 1.501 -1.328
P 0.833 1.317 -0.931
C 0.931 1.783 0.824
C -0.286 1.741 1.537
C -0.358 2.143 2.865
C 0.815 2.556 3.516
Cl 0.739 3.029 5.180
C 2.043 2.559 2.851
C 2.091 2.161 1.511
C 0.353 3.003 -1.593
C 0.084 3.117 -2.976
C -0.208 4.344 -3.571
C -0.253 5.500 -2.782
Cl -0.650 7.013 -3.505
C -0.015 5.423 -1.411
C 0.274 4.181 -0.830
C 3.289 2.648 -1.829
C 4.677 2.692 -2.020
H 5.437 -0.505 -1.147
H 2.980 -0.580 -0.818
H -1.181 1.377 1.040
H -1.296 2.119 3.416
H 2.950 2.840 3.389
H 3.060 2.135 1.028
H 0.096 2.226 -3.600
H -0.432 4.419 -4.631
H -0.095 6.322 -0.803
H 0.420 4.169 0.247
H 2.725 3.532 -2.117
H 5.160 3.590 -2.405
*
```

The calculation puts the strongest force on any atom at 2.1 eV/A. The total energy is -86910.968 eV. Its LUMO energy is -5.944 eV. Its HOMO-LUMO gap is 4.831 eV.